# 1
Below is a molecular structure, C31H39ClF7I2N4O7STl in a non-equilibrium geometry, with properties calculated with the ωB97M-V functional and the def2-TZVPD basis.

Computed properties:
Energy above the lowest of the compared OMol25 structures with the same formula, charge and spin = 137.5 kJ/mol
Total charge = -2
Orbital gap = 0.2006 Ha
HOMO energy = -1.970 eV
LUMO level = 3.5 eV

The geometry in XYZ format:
```
93
Properties=species:S:1:pos:R:3:forces:R:3:mulliken_charge:R:1
Tl 0.607 -0.717 0.332 -0.143 0.041 -0.783 0.977
C 2.166 2.494 -1.426 -0.150 0.029 -0.149 -1.087
C 0.872 3.142 -1.891 0.010 -0.085 0.108 -1.084
N -0.176 2.205 -2.274 0.012 0.042 -0.042 1.435
C -1.425 2.928 -2.450 -0.052 -0.109 0.031 -0.894
C -2.631 2.024 -2.681 0.057 0.120 -0.039 -0.973
C 0.176 1.385 -3.432 0.086 -0.080 0.085 -1.230
C 0.788 0.017 -3.101 -0.209 -0.174 -0.003 -1.170
N -0.065 -0.895 -2.357 -0.020 -0.014 0.238 0.279
C -0.842 -1.768 -2.963 0.037 0.092 -0.174 0.884
C -1.409 -2.851 -2.206 0.030 0.083 0.017 -0.500
F -1.087 -2.926 -0.892 -0.044 -0.005 0.082 -0.376
C -2.205 -3.827 -2.735 -0.067 0.045 -0.144 0.080
F -2.665 -4.815 -1.932 0.042 -0.007 0.089 -0.350
C -2.559 -3.856 -4.079 -0.041 -0.055 -0.017 -0.679
C -2.052 -2.823 -4.845 -0.058 -0.087 0.085 0.145
F -2.387 -2.779 -6.160 0.054 0.060 -0.059 -0.359
C -1.246 -1.833 -4.339 0.073 -0.001 -0.019 0.365
F -0.853 -0.859 -5.212 -0.035 0.036 -0.013 -0.402
H 2.814 3.243 -0.967 0.028 -0.036 -0.001 0.594
H 1.956 1.723 -0.688 0.081 0.017 0.026 -0.190
H 2.717 2.035 -2.247 0.036 -0.012 0.043 0.426
H 0.470 3.742 -1.069 0.012 0.029 -0.014 0.422
H 1.093 3.836 -2.728 -0.047 0.044 0.007 0.401
H -1.592 3.492 -1.528 0.013 0.057 -0.021 0.451
H -1.354 3.665 -3.276 0.018 0.059 0.040 0.349
H -2.543 1.143 -2.051 -0.023 -0.066 -0.026 0.026
H -3.550 2.557 -2.420 -0.007 -0.023 -0.013 0.347
H -2.717 1.702 -3.720 -0.011 -0.047 0.026 0.480
H -0.721 1.203 -4.020 0.012 0.013 -0.028 0.690
H 0.882 1.930 -4.086 -0.026 0.034 -0.003 0.131
H 1.112 -0.415 -4.056 0.094 0.002 0.035 0.454
H 1.684 0.145 -2.492 0.045 0.092 -0.089 0.161
H -3.173 -4.639 -4.496 -0.011 0.031 0.012 0.467
C -6.291 2.800 1.914 0.025 -0.044 -0.035 -2.054
C -6.095 1.700 0.866 -0.047 0.009 -0.041 2.040
C -6.581 2.214 -0.497 -0.017 -0.007 0.043 -1.643
C -6.937 0.485 1.284 0.069 0.031 0.005 -1.793
C -4.630 1.299 0.730 0.080 0.039 -0.013 0.509
C -4.270 0.096 0.131 -0.008 0.000 -0.021 -0.567
C -2.929 -0.221 0.007 0.019 -0.017 0.015 -1.572
N -1.953 0.557 0.457 -0.058 -0.035 0.002 1.259
C -2.271 1.705 1.042 -0.035 -0.118 -0.082 0.505
C -3.596 2.118 1.165 -0.059 0.100 0.017 -0.881
C -1.129 2.475 1.624 0.136 -0.020 0.041 -0.546
C -1.332 3.551 2.485 -0.077 0.063 -0.034 -0.540
C -0.252 4.182 3.082 -0.064 -0.018 -0.040 0.584
C 1.013 3.689 2.774 0.009 0.017 -0.055 -1.292
C 1.134 2.613 1.913 -0.037 -0.026 0.047 -1.244
N 0.087 2.018 1.345 0.030 0.118 -0.040 1.393
C -0.411 5.346 4.056 0.040 0.049 0.028 2.161
C -1.876 5.716 4.290 0.040 -0.038 -0.020 -2.141
C 0.212 4.952 5.403 -0.021 0.002 -0.020 -1.673
C 0.315 6.574 3.488 -0.028 -0.024 0.030 -1.676
H -7.358 2.951 2.095 0.005 0.014 -0.025 0.454
H -5.877 3.753 1.577 0.034 -0.008 0.051 0.337
H -5.818 2.525 2.859 -0.023 0.039 0.007 0.435
H -7.639 2.487 -0.446 0.010 -0.005 -0.016 0.445
H -6.454 1.450 -1.266 -0.017 0.015 0.000 0.338
H -6.009 3.094 -0.799 -0.008 -0.013 -0.012 0.322
H -7.958 0.799 1.515 0.003 -0.003 -0.028 0.463
H -6.509 0.011 2.169 -0.043 -0.010 -0.001 0.392
H -6.989 -0.259 0.489 0.000 -0.020 0.033 0.341
H -5.010 -0.598 -0.244 0.016 0.002 0.003 0.315
H -2.618 -1.145 -0.471 -0.019 0.015 0.046 0.207
H -3.817 3.075 1.613 0.007 -0.041 0.037 0.356
H -2.339 3.862 2.716 0.020 -0.008 0.015 0.431
H 1.909 4.122 3.202 -0.008 -0.022 0.016 0.462
H 2.103 2.182 1.684 -0.008 0.041 -0.017 0.368
H -2.430 4.878 4.717 -0.029 0.029 -0.022 0.411
H -2.360 6.026 3.362 -0.026 -0.028 0.019 0.388
H -1.932 6.552 4.992 0.010 -0.012 0.003 0.438
H -0.260 4.046 5.787 0.019 0.009 0.015 0.365
H 0.075 5.755 6.133 0.010 -0.001 -0.014 0.457
H 1.280 4.759 5.304 -0.013 -0.013 0.016 0.337
H -0.118 6.861 2.527 0.029 0.005 -0.001 0.363
H 1.375 6.371 3.337 -0.008 0.023 -0.014 0.319
H 0.220 7.420 4.175 0.015 -0.013 0.001 0.459
I 1.246 -2.423 3.183 2.503 -2.421 0.265 0.317
I 2.475 -4.996 3.395 -0.240 0.245 -0.141 -0.452
O 4.811 0.876 -0.444 -0.040 -0.127 -0.005 -0.712
Cl 4.117 -0.222 0.192 0.296 0.350 0.057 1.807
O 5.064 -1.115 0.799 -0.102 -0.004 -0.066 -0.726
O 3.312 -0.922 -0.788 0.051 -0.039 -0.029 -0.660
O 3.227 0.319 1.212 0.046 -0.049 0.032 -0.671
F -0.893 -0.472 6.187 0.074 -0.107 -0.018 -0.250
C -1.210 -1.419 5.277 -0.376 0.571 0.251 0.682
F -0.612 -2.533 5.679 0.113 -0.116 -0.341 -0.201
F -2.538 -1.637 5.378 0.026 -0.058 0.005 -0.241
S -0.985 -0.621 3.565 -1.080 0.467 1.764 0.414
O -1.733 0.566 3.881 0.233 0.348 -0.580 -0.507
O -1.571 -1.544 2.638 0.216 0.186 -0.203 -0.438
O 0.489 -0.367 3.443 -1.490 0.549 -0.217 -0.661
```
Forces are in eV/Å.



# 2
Below is a molecular structure, C31H39IrN5O2S2Si in a non-equilibrium geometry, with properties calculated with the ωB97M-V functional and the def2-TZVPD basis.

Computed properties:
Multiplicity = 6
Orbital gap (alpha / beta) = 0.2228 / 0.2658 Ha
HOMO energy (alpha / beta) = -5.668 / -7.625 eV
LUMO level (alpha / beta) = 0.4 / -0.4 eV

The geometry in XYZ format:
```
81
Properties=species:S:1:pos:R:3:forces:R:3:mulliken_charge:R:1
Ir 0.067 -0.272 -0.681 -0.172 -0.364 0.074 2.071
C -2.237 3.226 3.667 0.119 0.192 -0.262 -0.669
S -1.656 3.839 2.055 -0.212 0.181 0.062 -0.087
C -0.899 2.443 1.323 -0.240 -0.918 -0.064 0.381
S -1.627 0.760 1.462 0.126 0.672 0.000 -0.558
N 0.188 2.648 0.687 0.270 0.529 0.129 -1.440
N 0.808 1.690 0.003 -0.309 -0.918 -0.343 0.774
C 2.057 1.973 -0.393 0.088 0.123 0.084 -0.711
C 2.844 0.971 -0.970 0.084 -0.022 -0.024 0.897
C 4.198 1.186 -1.335 0.121 -0.025 -0.034 -1.068
C 4.928 0.166 -1.876 -0.102 0.038 0.024 -0.323
C 4.321 -1.090 -2.069 -0.011 -0.004 -0.001 -1.092
C 3.006 -1.243 -1.686 0.177 -0.152 -0.073 -0.376
N 2.278 -0.261 -1.150 -0.198 0.069 0.010 -0.094
H -1.657 3.708 4.451 0.016 -0.084 0.039 0.349
H -2.110 2.150 3.705 -0.059 -0.060 0.072 0.220
H -3.287 3.483 3.774 -0.028 -0.081 0.008 0.258
H 2.467 2.958 -0.205 -0.066 0.015 0.033 0.365
H 4.636 2.161 -1.164 -0.020 0.007 -0.021 0.406
H 5.964 0.314 -2.154 -0.003 0.044 0.007 0.420
H 4.867 -1.914 -2.504 -0.056 -0.045 0.026 0.465
H 2.504 -2.195 -1.817 -0.038 0.025 0.016 0.762
C -2.581 1.044 -2.837 0.025 -0.073 -0.077 -0.842
C -1.313 0.677 -3.518 -0.055 0.054 0.033 0.240
N -0.191 0.317 -2.929 -0.016 -0.116 0.353 0.013
C 0.734 0.082 -3.922 0.013 0.036 -0.149 -0.513
C 0.159 0.304 -5.131 0.118 -0.021 0.061 -0.715
N -1.137 0.683 -4.858 0.048 -0.033 0.003 -0.053
H -2.383 1.195 -1.775 -0.007 0.037 -0.024 -0.170
H -3.321 0.248 -2.938 0.013 0.017 -0.013 0.263
H -2.997 1.961 -3.256 0.000 0.015 0.022 0.503
H 1.743 -0.219 -3.702 -0.022 0.001 0.009 0.367
H 0.549 0.237 -6.130 -0.042 0.000 -0.003 0.421
H -1.836 0.913 -5.542 -0.062 0.035 0.025 0.176
C -5.436 1.615 0.964 -0.200 0.048 -0.068 -0.863
O -4.051 1.795 1.198 0.128 0.064 0.251 -0.263
C -3.188 0.901 0.650 0.068 -0.171 0.006 0.370
C -3.702 -0.373 0.068 0.044 0.095 0.027 -0.244
H -5.792 0.656 1.348 0.046 0.031 -0.012 0.314
H -5.678 1.690 -0.099 0.035 -0.003 0.014 0.293
H -5.940 2.419 1.496 0.040 -0.003 -0.007 0.285
H -4.384 -0.178 -0.764 -0.006 -0.074 0.001 0.328
H -4.243 -0.973 0.811 0.030 0.020 -0.011 0.699
H -2.854 -0.960 -0.285 -0.092 -0.062 -0.038 -0.608
C -2.219 -5.373 -2.697 0.008 0.072 0.028 -1.982
C -1.694 -3.957 -2.439 0.001 -0.053 0.243 2.481
C -0.528 -3.659 -3.388 0.028 0.023 0.142 -1.740
C -2.823 -2.958 -2.714 0.024 0.008 0.124 -1.568
Si -1.082 -3.675 -0.627 -0.096 -0.941 -0.576 -0.299
O -0.886 -2.108 -0.453 0.471 1.510 0.141 -0.208
C 0.528 -4.644 -0.395 -0.126 0.147 0.065 0.490
C 1.675 -3.985 0.048 -0.092 0.098 0.022 -0.780
C 2.883 -4.653 0.200 0.093 -0.027 0.010 -0.566
C 2.964 -6.009 -0.080 -0.015 0.037 0.000 -0.571
C 1.830 -6.692 -0.500 0.026 -0.026 -0.019 -0.814
C 0.630 -6.013 -0.653 -0.016 -0.018 -0.033 -0.087
C -2.325 -4.366 0.630 0.173 0.120 -0.074 0.540
C -3.599 -3.807 0.756 -0.050 -0.002 -0.099 0.160
C -4.481 -4.215 1.744 -0.052 0.013 -0.010 -0.905
C -4.114 -5.219 2.629 0.042 -0.022 0.002 -0.537
C -2.865 -5.810 2.508 -0.044 -0.040 0.041 -0.780
C -1.982 -5.381 1.526 0.052 0.014 -0.055 -0.427
H -2.722 -5.421 -3.670 0.028 -0.003 -0.007 0.487
H -2.943 -5.677 -1.936 0.004 -0.033 -0.023 0.343
H -1.408 -6.103 -2.716 -0.027 -0.030 0.016 0.382
H -0.852 -3.734 -4.433 0.005 0.033 -0.006 0.526
H 0.294 -4.363 -3.236 0.005 0.001 -0.038 0.355
H -0.137 -2.650 -3.219 -0.014 0.002 -0.076 0.123
H -3.115 -2.978 -3.772 0.022 -0.034 -0.005 0.566
H -2.506 -1.943 -2.459 -0.039 0.011 -0.046 -0.094
H -3.710 -3.202 -2.122 -0.028 0.058 -0.055 0.297
H 1.609 -2.927 0.285 0.047 -0.004 -0.008 0.452
H 3.762 -4.117 0.537 -0.023 0.012 0.007 0.460
H 3.905 -6.532 0.035 -0.007 -0.009 0.006 0.390
H 1.885 -7.753 -0.710 -0.010 0.002 0.004 0.409
H -0.248 -6.564 -0.973 0.028 -0.037 0.011 0.359
H -3.909 -3.036 0.062 -0.007 0.006 0.068 0.057
H -5.456 -3.748 1.827 -0.006 -0.023 -0.011 0.418
H -4.794 -5.540 3.408 -0.013 -0.002 -0.015 0.373
H -2.576 -6.605 3.185 0.017 0.021 0.006 0.407
H -1.003 -5.841 1.458 -0.003 0.000 0.056 0.330
```
Forces are in eV/Å.



# 3
Below is a molecular structure, C31H40AlN2O3P2S2, with properties calculated with the ωB97M-V functional and the def2-TZVPD basis.

Computed properties:
Energy above the lowest of the compared OMol25 structures with the same formula, charge and spin = 0.0 kJ/mol
Total charge = -1
Orbital gap = 0.2213 Ha
HOMO energy = -3.391 eV
LUMO level = 2.6 eV

The geometry in XYZ format:
```
81
Properties=species:S:1:pos:R:3:forces:R:3:mulliken_charge:R:1
Al -0.403 0.714 -0.025 0.210 0.267 0.084 0.730
C 2.341 -2.917 -0.599 -0.017 0.021 0.054 -1.193
C 1.715 -2.547 -1.942 0.013 -0.011 -0.162 0.346
C 1.494 -3.807 -2.774 0.025 0.000 -0.010 -1.560
P 0.178 -1.513 -1.691 0.026 0.060 -0.004 1.148
C -0.737 -1.638 -3.282 0.023 -0.066 -0.038 0.723
C -2.145 -1.077 -3.092 0.006 -0.046 -0.025 -1.439
C 0.028 -0.795 -4.307 0.006 -0.048 -0.004 -1.613
C -0.765 -2.521 -0.510 0.021 -0.072 -0.013 -0.323
C -1.565 -3.610 -0.834 -0.021 -0.047 -0.008 -0.554
C -2.305 -4.262 0.138 -0.010 -0.018 -0.068 -0.865
C -2.273 -3.785 1.438 -0.036 -0.013 0.079 -1.045
C -1.498 -2.691 1.773 0.013 0.013 0.062 0.173
C -0.700 -2.061 0.817 -0.094 -0.154 -0.094 -0.922
N 0.086 -0.924 1.060 -0.042 0.231 0.114 0.891
C 1.021 -0.907 2.065 0.066 0.057 -0.127 0.209
C 1.222 -1.956 2.989 0.029 -0.043 0.033 -1.234
C 2.182 -1.877 3.979 -0.025 -0.008 0.005 -0.924
C 3.011 -0.770 4.105 0.028 0.024 -0.001 -0.998
C 2.894 0.234 3.157 0.095 0.009 0.072 -0.134
C 1.947 0.181 2.146 -0.097 -0.058 -0.028 -0.114
P 1.810 1.316 0.760 0.053 0.079 -0.021 0.966
C 3.063 0.758 -0.477 -0.008 -0.047 -0.055 2.729
C 3.093 1.729 -1.656 0.039 0.040 0.002 -1.617
C 4.446 0.395 0.050 -0.031 -0.006 0.060 -1.597
C 2.162 3.062 1.216 -0.024 0.043 -0.057 0.745
C 3.606 3.461 1.505 0.056 -0.040 -0.044 -1.442
C 1.232 3.496 2.347 -0.007 0.032 -0.001 -1.473
H 3.337 -3.337 -0.759 0.034 -0.031 0.019 0.449
H 2.432 -2.069 0.080 0.015 -0.007 -0.019 -0.011
H 1.732 -3.670 -0.096 -0.015 -0.010 0.032 0.301
H 2.411 -1.889 -2.477 -0.045 -0.007 0.006 0.594
H 0.742 -4.447 -2.307 -0.016 -0.017 0.020 0.222
H 1.166 -3.585 -3.791 0.024 0.015 0.008 0.337
H 2.421 -4.383 -2.839 0.027 -0.008 -0.004 0.491
H -0.795 -2.681 -3.621 -0.006 0.089 0.034 0.522
H -2.098 -0.049 -2.730 -0.010 0.086 0.013 0.172
H -2.673 -1.082 -4.048 -0.045 0.021 -0.048 0.564
H -2.729 -1.663 -2.384 -0.057 -0.039 0.047 0.216
H 0.072 0.239 -3.958 0.009 0.034 0.009 0.225
H 1.048 -1.154 -4.466 0.018 -0.015 0.003 0.339
H -0.486 -0.813 -5.271 -0.014 0.000 -0.005 0.471
H -1.622 -3.939 -1.865 -0.022 -0.017 -0.017 0.350
H -2.935 -5.102 -0.125 -0.006 -0.018 -0.001 0.386
H -2.895 -4.243 2.197 -0.017 -0.016 0.011 0.374
H -1.545 -2.289 2.777 0.065 0.017 0.045 0.602
H 0.628 -2.852 2.921 -0.088 -0.049 -0.008 0.494
H 2.283 -2.709 4.666 0.009 -0.011 0.016 0.362
H 3.753 -0.710 4.890 0.012 -0.002 0.020 0.442
H 3.579 1.072 3.187 0.001 0.005 0.016 0.172
H 2.595 -0.163 -0.843 0.013 0.056 0.022 -1.904
H 3.591 2.664 -1.392 0.042 0.045 0.028 0.309
H 3.648 1.288 -2.488 0.014 -0.026 -0.025 0.442
H 2.078 1.965 -1.986 -0.030 -0.010 -0.035 0.323
H 4.994 1.267 0.407 0.007 0.026 0.005 0.272
H 4.381 -0.320 0.871 0.023 -0.027 0.013 0.426
H 5.038 -0.060 -0.749 0.008 -0.014 -0.037 0.425
H 1.823 3.576 0.305 0.052 -0.031 0.040 0.501
H 4.012 2.943 2.374 -0.011 -0.002 0.028 0.209
H 4.266 3.267 0.662 0.003 -0.002 -0.016 0.271
H 3.650 4.532 1.718 -0.014 0.036 0.001 0.469
H 1.435 2.942 3.265 0.013 -0.044 0.043 0.268
H 1.386 4.558 2.553 -0.013 0.015 0.004 0.482
H 0.191 3.340 2.076 -0.046 -0.015 0.016 0.293
S -0.631 2.138 -1.601 -0.053 -0.102 0.015 -0.819
O -1.249 1.553 1.638 0.078 0.012 -0.033 -0.638
C -2.393 1.107 1.397 -0.236 -0.007 0.051 0.800
N -2.551 0.206 0.442 -0.076 -0.126 -0.104 0.138
S -4.121 -0.184 0.209 -0.102 -0.038 -0.114 0.988
O -4.384 -1.550 0.565 0.064 -0.055 0.049 -0.644
O -4.602 0.269 -1.062 0.019 0.042 0.018 -0.690
C -4.727 0.878 1.501 0.088 0.109 0.053 0.172
C -6.021 1.091 1.926 0.025 0.097 0.104 -0.719
C -6.208 2.003 2.961 -0.001 -0.053 -0.030 -0.493
C -5.130 2.671 3.538 -0.015 -0.032 -0.027 -0.625
C -3.833 2.444 3.098 0.012 -0.150 -0.168 -0.457
C -3.651 1.531 2.071 -0.018 0.067 0.098 -0.310
H -6.855 0.574 1.473 -0.036 -0.025 -0.032 0.466
H -7.208 2.198 3.326 -0.027 0.006 -0.003 0.385
H -5.311 3.377 4.337 -0.005 0.024 0.028 0.395
H -2.986 2.958 3.530 0.048 0.011 0.007 0.576
```
Forces are in eV/Å.